Formula: C33H35N5O8
Source: the Open Molecules 2025 dataset
Level of theory: ωB97M-V/def2-TZVPD

Last column: Löwdin charge in e.
Element x y z (Å)
O 2.6790 -4.6209 3.9656  0.053
O 3.6380 -4.2826 -1.5918  0.015
O -10.3586 7.3300 -2.0523  0.055
O 4.0527 -5.5312 5.4139  0.059
O -3.5517 4.5098 0.8631  -0.050
O 0.4034 6.0196 -1.8453  -0.010
O -9.1294 7.4170 -3.8675  0.056
O 5.1325 -5.7881 -2.1517  0.055
N -1.5954 5.6020 -0.2895  0.068
N -9.2972 7.1524 -2.6684  -0.329
N 3.6790 -5.2931 4.2557  -0.328
N 2.5362 -0.8168 -0.8977  -0.155
N 4.1349 -5.0919 -2.3891  -0.288
C 1.3986 1.3561 0.1361  -0.078
C -2.5174 -0.3373 2.2324  -0.117
C -6.9387 6.3871 -2.5789  -0.003
C -1.2092 1.7770 1.3319  -0.038
C 3.5014 -5.2312 -3.7058  -0.132
C 2.7460 0.4358 -0.0754  -0.252
C -0.2887 5.2517 -0.9957  -0.237
C -2.2481 3.3893 4.0640  -0.254
C 4.0990 -5.5884 1.8283  0.009
C 2.3262 -5.4638 -6.2194  -0.067
C 3.8956 -1.3774 -1.3545  -0.144
C 4.0168 -6.1490 -4.6307  0.003
C -2.4551 1.7834 3.8035  -0.199
C -7.2455 5.6750 0.1129  -0.061
C -0.6572 3.8230 4.0505  -0.144
C -2.2829 4.4413 0.4526  -0.218
C 4.4724 -5.8495 3.1533  -0.145
C 0.0340 3.7505 -0.4074  -0.012
C 2.3935 -4.4362 -4.0306  0.005
C 5.5900 -6.6470 3.4360  -0.005
C -2.5094 1.3353 2.2275  -0.304
C -5.8703 5.8275 -1.8752  -0.058
C -1.1951 3.2179 0.5377  0.019
C 1.8101 -4.5559 -5.2934  -0.060
C 6.3266 -7.1935 2.3833  -0.069
C 4.8451 -6.1382 0.7839  -0.060
C -8.3202 6.2364 -0.5795  -0.005
C 1.3682 2.8183 -0.6546  0.059
C -6.0265 5.4693 -0.5351  -0.063
C 0.1489 0.8254 1.1131  0.057
C 5.9523 -6.9413 1.0626  -0.061
C 3.4231 -6.2617 -5.8895  -0.063
C -8.1637 6.5854 -1.9280  -0.149
H 6.5264 -7.3743 0.2452  0.109
H -9.2636 6.3902 -0.0603  0.116
H -2.6263 3.5977 5.1768  0.110
H 1.8714 -5.5495 -7.2048  0.111
H 4.8055 -0.7436 -0.9679  0.090
H 3.8805 -1.4148 -2.5346  0.090
H -2.9319 4.0672 3.3769  0.100
H -0.2988 3.8009 5.1886  0.084
H -1.6859 1.1305 4.4399  0.130
H -5.1932 5.0260 0.0074  0.060
H 0.9541 -3.9385 -5.5574  0.112
H -0.6216 4.9265 3.6199  0.079
H -2.2440 -0.7302 1.1642  0.086
H -1.3865 6.2639 0.5094  0.150
H -3.5231 1.5100 4.2616  0.126
H 4.8730 -6.7757 -4.3901  0.120
H -4.9163 5.6668 -2.3724  0.108
H -6.8019 6.6580 -3.6237  0.117
H 0.2102 -0.2126 1.6514  0.093
H 3.2369 -4.9672 1.5945  0.115
H 3.5752 1.1424 -0.5441  0.125
H 5.8946 -6.8531 4.4598  0.118
H -1.6796 -0.6488 3.0165  0.083
H 2.2553 3.1626 -1.3474  0.110
H -3.5043 1.6880 1.7004  0.150
H 0.0359 3.0703 3.4817  0.065
H 3.8177 -6.9691 -6.6155  0.111
H 4.5614 -5.9438 -0.2481  0.056
H 3.9863 -2.4843 -0.9625  0.064
H 2.0998 -1.5329 -0.2515  0.102
H -3.5465 -0.7133 2.6438  0.089
H 7.1916 -7.8193 2.5925  0.107
H 3.0844 0.0781 1.0115  0.133
H 1.9796 -3.7239 -3.3203  0.120
H -7.3591 5.3946 1.1579  0.108

Output
electronic energy	-58597.58767	eV
HOMO-LUMO gap	7.50	eV
E_LUMO	-1.68	eV
energy relative to the best compared isomer or geometry (same formula, charge and spin)	11.904	eV